This record from OMol25 describes a structure of composition C48H35Cl2N3O6P2RuSTe. The level of theory is the ωB97M-V functional and the def2-TZVPD basis.

Positions of all 99 atoms, in Å:
1 H -3.2951 3.8733 -3.7629
2 C -1.5896 1.1763 4.7388
3 O 2.7656 -1.5635 1.0199
4 C 3.1905 5.1649 -2.6953
5 H 4.0058 4.8950 -3.3524
6 N -1.1957 -5.7227 -5.4103
7 C -0.0094 -1.5801 -1.7553
8 C -2.2349 -3.9686 -0.7228
9 Ru 0.6392 0.0701 -0.4052
10 H 3.2911 7.2660 -3.0878
11 C 2.3408 -0.9202 -0.0971
12 H -0.6249 0.8856 -5.2582
13 C -5.0460 0.1975 -1.7963
14 C -4.7327 0.2863 -0.4500
15 Te 1.3351 -3.2413 -2.0189
16 Cl -1.6802 2.1719 6.1592
17 H -2.6194 3.3160 -1.4406
18 H 0.2285 -3.5627 1.5530
19 C -0.4895 0.5515 2.6461
20 P 0.4957 -0.2000 -2.6925
21 C -1.0962 -3.8945 -3.8589
22 C 3.4258 -1.3469 -5.2936
23 C -2.2056 2.7724 -2.2795
24 C 2.8035 -0.7720 -4.1997
25 H 3.3869 -0.3673 -3.3871
26 C 0.5624 2.2105 4.0868
27 C 0.9072 3.3125 -0.4547
28 O 2.2318 1.9792 -3.2477
29 C -1.2884 1.7609 -2.0567
30 C -2.9658 -0.9369 -2.1791
31 C 2.5014 4.2129 -1.9702
32 C -2.5488 0.2327 4.5394
33 H 2.4536 2.9025 3.3696
34 H 2.1010 -1.1184 2.9300
35 H -5.4182 0.7622 0.2394
36 C -1.2626 -3.3170 0.0235
37 H 2.3228 -2.8284 2.5204
38 O -0.0629 3.3738 0.2871
39 C 2.7822 6.4831 -2.5408
40 H -2.8563 -3.4151 -1.4132
41 C 0.1658 -4.2719 -3.4249
42 H -5.9753 0.6084 -2.1698
43 C -0.5190 1.3347 3.8268
44 H -2.2865 2.6555 -5.6625
45 N 0.5137 0.7122 1.7242
46 H -1.0262 1.5565 -1.0173
47 H 0.9115 -1.9433 1.8979
48 O 3.1223 -0.9151 -1.0196
49 C -2.4622 -0.5999 3.4173
50 C 1.0482 5.8387 -0.9766
51 C 1.5972 2.2632 3.2132
52 P -1.0273 -1.5115 -0.2190
53 C 0.6593 -1.3401 -5.1569
54 H 2.3239 1.5598 1.3150
55 H 0.7020 -2.3663 -7.0367
56 H -0.4219 -1.3751 -5.0891
57 H -3.3536 0.0969 5.2469
58 C -4.1584 -0.4253 -2.6612
59 C 0.0136 -6.0849 -4.9823
60 S 2.6876 2.4642 -1.9643
61 C -1.4670 -0.4731 2.4646
62 H -0.1228 -5.9691 1.7987
63 C -2.5781 3.0832 -3.5810
64 H -2.7106 -4.3524 -5.1948
65 C 0.7286 -5.4017 -4.0132
66 C -0.5205 -4.0507 0.9473
67 C 1.2916 -1.9105 -6.2519
68 O -1.4030 -1.4042 1.5178
69 H 0.5608 2.7940 4.9960
70 H 3.1741 -2.3626 -7.1673
71 C -0.7190 -5.4117 1.0877
72 C 1.7225 6.8152 -1.6963
73 O 4.0017 2.0803 -1.5417
74 N 1.5615 2.1613 -0.8091
75 H -4.3849 -0.5030 -3.7170
76 H 0.2267 6.0761 -0.3141
77 C 1.9636 -1.8687 2.1517
78 Cl -3.6242 -1.8685 3.2507
79 C -2.4385 -5.3364 -0.5796
80 C -0.7394 1.0476 -3.1198
81 C 1.4639 4.5273 -1.1273
82 C 2.6758 -1.9116 -6.3185
83 H 4.5067 -1.3641 -5.3403
84 H 1.4253 7.8516 -1.6035
85 C -2.6299 -0.8534 -0.8262
86 C -1.0897 1.3877 -4.4207
87 C -1.7244 -4.6418 -4.8446
88 C -2.0159 2.3963 -4.6472
89 C -3.5418 -0.2405 0.0313
90 C 1.5183 1.5037 2.0338
91 H -2.2748 -1.3901 -2.8733
92 C -1.6754 -6.0624 0.3170
93 H 1.7186 -5.7466 -3.7382
94 C 1.4126 -0.7628 -4.1370
95 H 0.4398 -6.9678 -5.4468
96 H -3.3428 -0.1615 1.0855
97 H -1.5957 -3.0359 -3.4381
98 H -3.1977 -5.8283 -1.1742
99 H -1.8289 -7.1284 0.4248

## Properties
M (g/mol): 1143.4
Gap between HOMO and LUMO (eV): 6.9
E_HOMO (Ha): -0.274